1.
# C3H4NO3P

C3H4NO3P in the gas phase (the ωB97M-V functional and the def2-TZVPD basis, the OMol25 dataset).

Structure (XYZ):
```
12
Properties=species:S:1:pos:R:3:forces:R:3:mulliken_charge:R:1
C 1.705106 0.381801 -0.278721 -1.11 -2.00 -4.16 -0.85
N 0.236881 0.072801 -0.205609 -0.31 0.47 1.29 0.03
C -0.510909 -0.813529 -0.947734 -1.85 -0.21 0.02 0.57
O -0.179157 -1.480008 -1.863684 0.31 -0.08 -0.13 -0.47
O -1.938253 -0.836891 -0.524442 2.55 -0.14 -1.05 -0.32
P -2.314254 0.191637 0.705401 0.48 -0.84 1.05 0.05
C -0.442877 0.582553 0.876779 -2.11 0.46 -0.27 0.51
O -0.015484 1.408136 1.613825 0.92 0.67 1.27 -0.52
H 1.847255 0.697395 -1.401013 0.19 -0.99 2.03 0.28
H 1.997662 1.239071 0.272644 -0.20 0.27 1.10 0.35
H 2.157309 -0.613974 -0.053979 0.46 1.31 -0.16 0.30
H -2.543278 -0.828993 1.806532 0.68 1.07 -0.99 0.07
```
Positions in Å, forces in eV/Å.

* total charge: 0
* energy: -738.550224 Eh
* Kohn-Sham gap: 10.2 eV
* SMILES: Cn1c(=O)o[pH]c1=O
* strongest force on any atom: 4.75 eV/Å
* relative energy (zero: lowest compared OMol25 entry of this formula, charge and spin): 12.6 kcal per mole

***

2.
# CH3O3S

2 unconnected molecules or ions with the total composition CH3O3S (the ωB97M-V functional and the def2-TZVPD basis, the OMol25 dataset).

Structure (XYZ):
```
8
Properties=species:S:1:pos:R:3:forces:R:3:mulliken_charge:R:1
C 0.452877 -0.181246 0.172789 -0.60 0.33 -0.28 -0.75
O -3.880857 1.116385 -0.676001 0.07 -0.18 0.14 -0.56
O -3.213516 -1.267834 -0.773244 -0.04 0.15 0.11 -0.53
O -3.636216 -0.193458 1.419301 0.06 0.05 -0.23 -0.53
S -3.228297 -0.016548 0.010014 0.00 -0.03 -0.05 0.64
H 0.637978 0.855402 -0.051623 0.28 0.19 0.09 0.25
H -0.348535 -0.366489 0.863973 0.00 -0.17 0.39 0.23
H 0.526961 -0.858565 -0.654693 0.22 -0.34 -0.17 0.26
```
Positions in Å, forces in eV/Å.

* total charge: -1
* energy: -663.767991 Eh
* Kohn-Sham gap (alpha / beta): 6.4 / 8.9 eV
* strongest force on any atom: 0.74 eV/Å
* relative energy (zero: lowest compared OMol25 entry of this formula, charge and spin): 64.9 kcal per mole

***

3.
# C51H71As2BGe2N4O5Ti

A molecular structure, C51H71As2BGe2N4O5Ti (the ωB97M-V functional and the def2-TZVPD basis, the OMol25 dataset).

Structure (XYZ):
```
137
Properties=species:S:1:pos:R:3:forces:R:3:mulliken_charge:R:1
Ti -0.168991 -0.112774 -0.818436 -0.39 0.48 -0.79 -1.60
C 3.053600 4.219794 -0.681071 0.07 0.10 -0.11 -1.68
C 2.350582 3.058908 0.006952 -0.21 -0.03 0.15 -0.11
Ge 1.903917 1.545729 -1.216201 0.31 -0.31 0.37 1.27
C 3.523386 0.396667 -1.029258 0.15 0.20 0.03 -0.74
C 3.431691 -0.944673 -1.729170 -0.19 -0.26 -0.14 -0.84
C 2.193930 2.188199 -3.043995 -0.12 0.07 -0.01 -0.76
C 1.773713 1.386305 -4.026888 0.05 0.05 -0.03 0.56
Ge 0.370342 0.132047 -3.447867 -0.01 -0.06 0.18 1.36
C -1.281151 1.169784 -3.881444 -0.09 0.11 0.05 -0.04
C -1.400678 1.845615 -5.241112 0.00 0.02 -0.13 -1.70
C 0.711754 -1.587810 -4.412094 0.15 0.02 0.06 -0.86
C -0.318738 -2.169482 -5.370379 -0.17 0.07 -0.05 -0.96
C 2.284762 1.474857 -5.415041 0.09 -0.01 0.07 0.53
C 3.528486 2.056832 -5.680364 -0.01 0.00 -0.04 -0.73
C 4.019369 2.145308 -6.970924 0.01 0.00 -0.02 -0.85
C 3.288788 1.630471 -8.033423 0.01 -0.01 -0.03 -0.50
C 2.070295 1.019616 -7.784723 0.00 0.00 -0.03 -1.28
C 1.580992 0.938348 -6.489526 -0.07 -0.05 -0.14 0.62
H 3.366390 4.984405 0.033949 0.00 0.01 0.04 0.37
H 2.407667 4.711046 -1.411808 -0.05 -0.01 -0.03 0.30
H 3.947281 3.897496 -1.218795 0.04 -0.03 0.00 0.36
H 1.464826 3.419218 0.532731 -0.04 -0.04 -0.02 0.21
H 2.998938 2.633952 0.777526 0.02 -0.01 -0.02 0.59
H 3.721619 0.260064 0.035120 0.01 -0.01 0.05 0.22
H 4.363402 0.977932 -1.425483 0.00 -0.02 -0.01 0.71
H 2.603753 -1.549901 -1.333152 0.05 0.07 0.00 0.01
H 4.337236 -1.544532 -1.615430 0.05 0.01 0.02 0.55
H 3.257523 -0.827011 -2.803220 0.00 0.03 0.02 0.14
H 2.849011 3.030642 -3.260422 0.09 0.01 0.01 0.54
H -2.185391 0.601868 -3.674106 0.02 -0.09 0.03 -0.34
H -1.260430 1.943468 -3.104184 -0.04 -0.02 -0.05 0.15
H -0.509783 2.420963 -5.496639 0.00 0.00 0.04 0.37
H -2.250650 2.531241 -5.261849 -0.04 0.03 0.01 0.43
H -1.557833 1.119842 -6.042049 0.01 -0.04 -0.02 0.29
H 0.966571 -2.331573 -3.653634 -0.03 0.04 0.04 0.65
H 1.642920 -1.389639 -4.952314 -0.04 0.00 0.00 0.82
H -1.214370 -2.510081 -4.849917 0.02 -0.03 0.04 0.03
H 0.082003 -3.027375 -5.914517 0.03 -0.02 0.00 0.45
H -0.652860 -1.444406 -6.117704 0.02 0.01 0.01 0.16
H 4.124353 2.428412 -4.858635 0.02 0.02 0.04 0.38
H 4.983344 2.604751 -7.149212 0.01 0.00 0.00 0.40
H 3.674956 1.690471 -9.042507 0.00 0.00 -0.01 0.39
H 1.495773 0.598689 -8.599968 0.00 0.00 -0.02 0.43
H 0.628367 0.451755 -6.324501 0.02 0.01 0.06 0.29
C -0.018041 -3.471606 2.369050 -0.05 -0.04 0.03 -0.91
As -1.680655 -2.612381 1.785664 0.16 0.16 -0.16 1.17
C -2.469731 -4.262140 1.083192 0.08 -0.09 0.12 -1.54
C -2.622993 -2.488600 3.500880 -0.08 -0.07 -0.03 0.17
C -3.779061 -3.232446 3.734301 -0.02 -0.01 0.07 -0.57
C -4.471104 -3.111403 4.930500 -0.02 -0.02 0.00 -0.74
C -4.013289 -2.247796 5.913791 -0.05 -0.02 0.03 -0.87
C -2.874788 -1.494449 5.682891 0.07 0.03 -0.01 -0.78
C -2.179347 -1.594335 4.481127 0.01 0.10 0.07 -0.02
As -0.605249 -0.482975 4.102861 -0.01 -0.10 -0.11 1.03
C 0.484336 -0.882686 5.674786 -0.06 -0.02 0.09 -1.22
C -1.295453 1.248403 4.699538 0.01 0.03 0.02 -1.14
H -0.218352 -4.126130 3.217071 0.03 -0.01 0.00 0.43
H 0.728586 -2.725819 2.625001 0.01 0.00 0.02 -0.06
H 0.355075 -4.062297 1.531780 0.02 0.02 0.01 0.49
H -2.480610 -5.038332 1.849874 -0.03 -0.01 -0.04 0.54
H -1.831186 -4.593762 0.264196 0.00 0.02 -0.02 0.39
H -3.472146 -4.103435 0.701626 -0.09 -0.01 -0.02 0.17
H -4.154941 -3.919886 2.987329 0.03 0.01 -0.02 0.29
H -5.366047 -3.697759 5.095794 -0.01 -0.01 0.00 0.41
H -4.541381 -2.158877 6.854708 -0.01 -0.01 -0.01 0.39
H -2.524635 -0.816210 6.454240 0.00 -0.02 -0.02 0.27
H -0.044387 -0.663965 6.604130 0.01 -0.02 -0.02 0.58
H 1.386796 -0.272542 5.610717 -0.02 -0.03 0.02 0.21
H 0.764528 -1.935525 5.655164 0.02 0.01 0.00 0.35
H -1.844447 1.178306 5.638432 0.02 0.00 -0.02 0.46
H -1.939999 1.666350 3.927058 -0.01 0.02 0.02 0.08
H -0.441080 1.912200 4.830283 -0.01 0.03 0.00 0.41
N -2.859112 2.435615 1.218286 0.08 -0.16 -0.06 0.13
C -2.205951 1.343055 0.788235 0.05 -0.11 0.04 -1.60
N -1.296679 1.615733 -0.119371 -0.03 -0.18 0.13 1.16
C -1.380188 2.992075 -0.330746 0.06 0.04 -0.11 -0.16
C -0.696018 3.825505 -1.214548 -0.03 0.01 0.03 -0.49
C -1.019549 5.165941 -1.202089 -0.02 -0.01 0.01 -1.48
C -2.001440 5.680436 -0.342248 0.02 0.06 -0.02 -0.67
C -2.694819 4.866928 0.528019 0.03 -0.08 -0.01 -1.00
C -2.365355 3.516395 0.508149 0.01 0.11 -0.02 0.70
H -3.632879 2.432289 1.858867 0.00 0.00 0.01 0.35
H -2.408114 0.344027 1.153889 -0.03 0.08 0.04 0.48
H 0.055709 3.439908 -1.890652 0.00 -0.01 0.00 0.70
H -0.505858 5.837928 -1.874923 0.02 0.02 -0.02 0.50
H -2.221488 6.738767 -0.367023 -0.01 0.02 0.00 0.40
H -3.458207 5.258056 1.185261 -0.03 0.02 0.02 0.46
C 4.540739 -1.589853 6.285558 0.00 -0.01 0.03 -1.68
C 5.035136 -0.329386 5.563676 -0.02 0.05 0.03 2.01
C 5.351928 0.731037 6.618488 0.00 0.01 0.01 -2.14
C 6.328540 -0.656062 4.807557 0.04 0.00 -0.02 -1.71
C 3.968248 0.137434 4.572390 0.04 -0.13 -0.05 0.48
C 3.355437 1.384124 4.660608 0.02 0.04 -0.02 -0.27
C 2.372807 1.808562 3.759862 -0.03 -0.06 -0.07 -1.46
C 2.022259 0.934283 2.759102 0.02 -0.13 0.23 0.02
O 1.087024 1.060946 1.778789 0.11 0.03 0.05 0.01
B 1.147617 -0.129924 1.008854 0.03 0.38 -0.17 1.01
O 2.104088 -0.982589 1.586662 -0.07 -0.06 -0.05 -0.83
C 2.628604 -0.311289 2.657397 0.04 0.00 0.03 0.61
C 3.593350 -0.735785 3.536481 -0.08 0.16 0.04 -1.05
H 5.295363 -1.938472 6.993014 0.02 -0.01 0.02 0.46
H 4.338126 -2.401643 5.587637 0.00 -0.02 -0.04 0.34
H 3.621877 -1.390323 6.839311 -0.02 0.03 0.01 0.33
H 6.116875 0.351830 7.297733 0.01 -0.02 0.00 0.44
H 4.475486 0.983506 7.217014 -0.04 -0.01 0.01 0.41
H 5.733597 1.648926 6.169811 0.02 0.01 -0.03 0.42
H 7.104802 -0.969064 5.507921 0.02 -0.01 0.03 0.47
H 6.691861 0.214980 4.260475 0.00 0.03 0.01 0.38
H 6.185118 -1.462968 4.089530 -0.02 -0.02 -0.02 0.32
H 3.643561 2.063699 5.447931 0.01 0.03 0.03 0.48
H 1.913073 2.784053 3.839978 0.00 0.03 0.01 0.62
H 4.039207 -1.713298 3.420281 0.02 -0.04 0.00 0.61
C -5.536480 -2.224541 -0.094423 0.05 -0.02 0.16 -0.99
C -5.716802 -1.740066 -1.518978 -0.03 0.09 -0.21 -1.66
C -4.415975 -1.600284 -2.332757 0.01 -0.04 0.07 2.91
C -4.801836 -1.106865 -3.758013 -0.11 0.05 0.13 -1.32
C -3.811353 -1.413813 -4.867326 0.05 0.03 -0.09 -1.12
C -3.752160 -2.957666 -2.473319 -0.15 -0.13 -0.01 -0.71
O -4.347620 -3.960138 -2.786507 0.04 0.09 0.01 -0.66
N -2.379486 -3.000364 -2.265391 0.09 0.15 0.08 0.60
C -1.674466 -1.962375 -1.722079 0.33 -0.32 0.34 -0.14
O -0.445603 -2.101727 -1.435319 -0.18 -0.30 -0.10 -0.95
N -2.211925 -0.790278 -1.424948 0.07 0.01 -0.11 1.50
C -3.539406 -0.537675 -1.652809 -0.17 0.27 0.12 -1.29
O -4.040608 0.515668 -1.307303 0.02 -0.12 -0.11 -0.69
H -6.471950 -2.138202 0.457263 -0.02 -0.01 0.02 0.53
H -4.784353 -1.644892 0.449394 0.00 0.01 -0.02 0.08
H -5.245778 -3.274374 -0.074332 0.02 -0.04 0.00 0.21
H -6.188059 -0.755962 -1.531322 0.01 -0.03 0.00 0.54
H -6.362069 -2.428607 -2.065957 -0.01 0.00 0.03 0.53
H -4.977814 -0.032540 -3.671955 0.02 -0.01 -0.01 0.37
H -5.763401 -1.566269 -3.992441 0.01 -0.02 -0.05 0.53
H -2.805200 -1.067924 -4.640839 0.01 0.05 0.04 0.11
H -4.118222 -0.916268 -5.787216 -0.02 -0.01 -0.02 0.48
H -3.759613 -2.483200 -5.074561 -0.01 -0.03 0.01 0.38
H -1.905666 -3.882356 -2.404326 0.01 0.01 0.00 0.41
```
Positions in Å, forces in eV/Å.

* total charge: 0
* energy: -12081.048528 Eh
* Kohn-Sham gap (alpha / beta): 7.4 / 7.4 eV
* strongest force on any atom: 1.00 eV/Å
* relative energy (zero: lowest compared OMol25 entry of this formula, charge and spin): 9.5 kcal per mole